1) Below is a molecular structure, C29H30F5GeN2O2SSnTe, with properties calculated with ωB97M-V with the def2-TZVPD basis set.

Summary:
Highest occupied orbital energy (alpha / beta) in Ha: -0.019 / -0.051
Orbital gap (alpha / beta) in eV: 4.856 / 5.616
<S²>: 0.7630
Total charge: -2
Multiplicity: 2

Cartesian coordinates (Å):
Sn1 0.1024 -0.6565 -0.1031
N1 0.2241 -0.3219 2.8703
C1 -0.3201 -0.6055 4.1943
C2 -1.7433 -1.1426 4.1104
C3 -1.7842 -2.5770 3.6067
C4 -3.1652 -2.9924 3.1159
N2 -3.4716 -2.2681 1.8932
H1 1.2409 -0.2790 2.8819
H2 -0.0207 0.6185 2.5741
H3 -0.2862 0.2714 4.8576
H4 0.3148 -1.3671 4.6604
H5 -2.3198 -0.5209 3.4195
H6 -2.2308 -1.0702 5.0910
H7 -1.4379 -3.2623 4.3896
H8 -1.0855 -2.6750 2.7693
H9 -3.9153 -2.7258 3.8734
H10 -3.1992 -4.0876 3.0094
H11 -4.4056 -2.4465 1.5501
H12 -2.8071 -2.5169 1.1594
C5 -2.1375 2.0888 1.4184
Ge1 -1.9888 1.0694 -0.2638
C6 -3.7698 0.2877 -0.6293
C7 -4.7426 0.1773 0.3646
C8 -5.9900 -0.3691 0.0959
C9 -6.2869 -0.8340 -1.1796
C10 -5.3276 -0.7439 -2.1779
C11 -4.0851 -0.1873 -1.9003
C12 -1.7855 2.5092 -1.6243
C13 -0.5532 2.6644 -2.2008
C14 -0.2863 3.6690 -3.1609
C15 -1.2665 4.5345 -3.5394
C16 -2.5562 4.4445 -2.9558
C17 -3.5800 5.3559 -3.3141
C18 -4.8147 5.2992 -2.7325
C19 -5.0768 4.3173 -1.7551
C20 -4.1093 3.4189 -1.3997
C21 -2.8181 3.4371 -1.9876
H13 -2.8264 2.9262 1.2845
H14 -1.1456 2.4757 1.6508
H15 -2.4876 1.4707 2.2465
H16 -4.5225 0.5150 1.3704
H17 -6.7274 -0.4433 0.8879
H18 -7.2569 -1.2696 -1.3913
H19 -5.5424 -1.1103 -3.1750
H20 -3.3465 -0.1245 -2.6930
H21 0.2629 2.0039 -1.9378
H22 0.7085 3.7227 -3.5875
H23 -1.0815 5.3069 -4.2790
H24 -3.3568 6.1092 -4.0629
H25 -5.5875 6.0045 -3.0155
H26 -6.0514 4.2708 -1.2839
H27 -4.3323 2.6668 -0.6546
F1 6.7323 2.0678 -0.3775
C22 5.5646 1.5723 -0.8320
C23 4.9841 0.4716 -0.2306
F2 5.6090 -0.1222 0.7924
C24 3.7859 -0.0278 -0.7130
F3 3.3039 -1.1207 -0.1210
C25 3.1070 0.5400 -1.7980
S1 1.6428 -0.1165 -2.4687
C26 3.7289 1.6575 -2.3643
F4 3.1664 2.2881 -3.4115
C27 4.9289 2.1636 -1.9063
F5 5.4875 3.2417 -2.4925
C28 2.7642 3.2509 0.7627
C29 2.1682 1.9520 1.3146
O1 2.7639 1.3918 2.2483
O2 1.0811 1.5754 0.7740
H28 2.5236 4.0618 1.4550
H29 2.3481 3.4888 -0.2153
H30 3.8504 3.1755 0.7120
Te1 -0.5588 -3.2880 -0.5413

Results of the Mulliken charge analysis, in e, for atoms 1 through 5: atom 1 (Sn): 0.866, atom 2 (N): 0.122, atom 3 (C): -0.967, atom 4 (C): 0.235, atom 5 (C): -0.411


2) Below is a molecular structure, C29H30F5GeN2O2SSnTe, with properties calculated with ωB97M-V with the def2-TZVPD basis set.

Summary:
Highest occupied orbital energy (alpha / beta) in Ha: -0.013 / -0.056
Orbital gap (alpha / beta) in eV: 4.556 / 5.719
<S²>: 0.7589
Total charge: -2
Multiplicity: 2

Cartesian coordinates (Å):
Sn1 1.5782 -0.3704 1.4137
N1 0.3897 -2.9136 -0.0431
C1 -0.8114 -3.3548 -0.7538
C2 -1.9028 -3.9350 0.1571
C3 -3.0563 -2.9942 0.5574
C4 -2.9293 -2.3667 1.9381
N2 -1.7550 -1.5102 2.0108
H1 1.0981 -2.6328 -0.7178
H2 0.7899 -3.6835 0.4829
H3 -0.5763 -4.1201 -1.5069
H4 -1.2016 -2.4895 -1.2985
H5 -1.4358 -4.3266 1.0677
H6 -2.3338 -4.7890 -0.3716
H7 -3.9970 -3.5544 0.5536
H8 -3.1548 -2.1978 -0.1905
H9 -2.8126 -3.1628 2.6814
H10 -3.8726 -1.8447 2.1643
H11 -1.7028 -1.0244 2.8982
H12 -1.8075 -0.7837 1.3037
C5 -0.3457 2.3264 3.1032
Ge1 -0.1273 1.8211 1.1862
C6 0.3701 3.5989 0.4263
C7 -0.1819 4.7781 0.9329
C8 0.2292 6.0253 0.4759
C9 1.2103 6.1178 -0.5046
C10 1.7685 4.9573 -1.0258
C11 1.3500 3.7139 -0.5642
C12 -2.0427 1.6852 0.5942
C13 -3.0639 1.6214 1.5080
C14 -4.4157 1.4238 1.1196
C15 -4.7443 1.2918 -0.1944
C16 -3.7311 1.3340 -1.1883
C17 -4.0399 1.1812 -2.5657
C18 -3.0569 1.1952 -3.5092
C19 -1.7036 1.3498 -3.1209
C20 -1.3807 1.5030 -1.8056
C21 -2.3822 1.5152 -0.7924
H13 -1.1867 3.0010 3.2945
H14 0.5752 2.8211 3.4222
H15 -0.4541 1.4402 3.7345
H16 -0.9469 4.7223 1.7016
H17 -0.2012 6.9271 0.8976
H18 1.5388 7.0887 -0.8578
H19 2.5388 5.0200 -1.7862
H20 1.8116 2.8137 -0.9625
H21 -2.8397 1.7244 2.5640
H22 -5.1890 1.3789 1.8785
H23 -5.7763 1.1492 -0.4982
H24 -5.0773 1.0461 -2.8544
H25 -3.3082 1.0796 -4.5573
H26 -0.9201 1.3417 -3.8682
H27 -0.3395 1.6021 -1.5185
F1 3.5203 -6.9616 -3.4416
C22 3.7274 -5.8470 -2.7075
C23 3.3171 -5.7828 -1.3939
F2 2.6791 -6.8430 -0.8539
C24 3.5556 -4.6472 -0.6416
F3 3.1046 -4.6553 0.6232
C25 4.2400 -3.5261 -1.1351
S1 4.5808 -2.1317 -0.1794
C26 4.6060 -3.6278 -2.4855
F4 5.2378 -2.6108 -3.0865
C27 4.3620 -4.7530 -3.2524
F5 4.7488 -4.7986 -4.5449
C28 3.7503 2.9421 1.9641
C29 3.3814 2.0089 3.1058
O1 3.6822 2.3067 4.2613
O2 2.7461 0.9414 2.7644
H28 4.4944 3.6651 2.2956
H29 2.8531 3.4739 1.6412
H30 4.1170 2.3683 1.1107
Te1 2.8525 -0.0629 -1.0556

Results of the Mulliken charge analysis, in e, for atoms 1 through 5: atom 1 (Sn): 0.491, atom 2 (N): -0.111, atom 3 (C): -0.715, atom 4 (C): -0.714, atom 5 (C): -0.558


Which of them is most stable? Easy: 1).


1) Below is 2 unconnected molecules or ions with the total composition C4H8ClNO, with properties calculated with ωB97M-V with the def2-TZVPD basis set.

Summary:
Highest occupied orbital energy in Ha: -0.289
Orbital gap in eV: 8.539
Multiplicity: 1

Cartesian coordinates (Å):
C1 -1.8517 -0.8861 -0.0467
C2 1.2208 1.1621 -2.2168
C3 0.1129 -1.1185 1.3216
C4 1.7165 1.0787 -0.9584
N1 -2.5496 -0.2969 0.9293
O1 -0.6219 -1.1939 0.0429
Cl1 3.2882 0.6521 -0.6589
H1 -3.4288 0.1870 0.5240
H2 1.8567 1.0449 -3.0413
H3 0.0913 1.2964 -2.2920
H4 0.4538 0.0139 1.3672
H5 0.9370 -1.7674 1.0109
H6 -0.4070 -1.5100 2.2876
H7 1.2367 1.1942 0.0040
H8 -2.0548 0.1434 1.7266

Results of the Mulliken charge analysis, in e, for atoms 1 through 5: atom 1 (C): -0.325, atom 2 (C): -0.569, atom 3 (C): -0.684, atom 4 (C): 0.004, atom 5 (N): -0.304


2) Below is a single C4H8ClNO molecule, with properties calculated with ωB97M-V with the def2-TZVPD basis set.

Summary:
Highest occupied orbital energy in Ha: -0.324
Orbital gap in eV: 9.603
SMILES string: NC/C=C(/Cl)CO
Multiplicity: 1

Cartesian coordinates (Å):
C1 -0.1080 -0.8635 1.3755
C2 -0.4030 0.5552 0.9422
C3 -0.6965 1.0341 -0.2596
C4 -0.6404 0.3605 -1.6173
H1 1.9431 -0.6377 1.3413
H2 1.3171 -1.5443 0.0712
H3 -0.2566 -0.9560 2.4342
H4 -0.8190 -1.6148 0.8992
H5 -0.4611 1.1704 1.7759
H6 -0.8794 1.0619 -2.4150
H7 -1.2125 -0.5611 -1.6860
H8 1.3620 0.6631 -1.8603
N1 1.2229 -1.3227 1.0611
O1 0.7492 -0.0474 -1.6487
Cl1 -1.1179 2.7023 -0.4138

Results of the Mulliken charge analysis, in e, for atoms 1 through 5: atom 1 (C): -0.761, atom 2 (C): -0.343, atom 3 (C): 0.546, atom 4 (C): -0.591, atom 5 (H): 0.249


Which of them is most stable? Easy: 2).